13
Properties=species:S:1:pos:R:3:nbo_charge:R:1 method="wB97M-V/def2-TZVPD" multiplicity=1 energy_ev=-7798.6406 smiles="C[C@H]1COC=N1"
C 0.57 -1.24 0.85 -0.610
C 0.59 -0.13 -0.20 -0.110
C -0.72 -0.01 -1.01 -0.098
O -1.32 1.20 -0.52 -0.494
C -0.37 1.78 0.24 0.379
N 0.73 1.18 0.45 -0.471
H 1.47 -1.19 1.46 0.224
H 0.51 -2.23 0.38 0.207
H -0.30 -1.11 1.51 0.207
H 1.45 -0.29 -0.87 0.201
H -1.42 -0.84 -0.84 0.191
H -0.56 0.11 -2.08 0.186
H -0.63 2.76 0.62 0.188